Record 1
Entry from OMol25: 3 unconnected molecules or ions with the total composition C10H26BrN2O3 (wB97M-V/def2-TZVPD).

Cartesian coordinates (Å):
Br: -1.4074 1.0369 1.1220
C: 1.3119 -2.8373 -3.2992
O: 0.7721 -1.5426 -3.4603
C: 0.2982 -1.3572 -4.8386
C: -0.0383 0.1556 -5.1321
N: -1.0145 0.7258 -4.2520
C: -2.2832 0.1239 -4.5926
C: -3.4687 0.7004 -3.7397
O: -3.0188 0.5613 -2.3468
C: -4.1124 0.9111 -1.4922
H: 1.2875 -3.2263 -2.2812
H: 2.3631 -2.7453 -3.5723
H: 0.8949 -3.5033 -4.0545
H: -0.5029 -2.0348 -5.1338
H: 1.1476 -1.5846 -5.4827
H: -0.2344 0.4497 -6.1632
H: 0.8620 0.7336 -4.9239
H: -1.1800 1.6434 -4.6401
H: -2.3680 -0.9580 -4.4907
H: -2.4979 0.2746 -5.6506
H: -4.3691 0.1384 -3.9878
H: -3.6625 1.7701 -3.8193
H: -3.8106 0.9166 -0.4448
H: -4.8631 0.1233 -1.5558
H: -4.5334 1.8471 -1.8594
C: 1.4210 -1.1364 4.1911
C: 0.9468 -0.0054 5.1371
C: 2.0145 0.4215 6.1568
O: 2.9441 1.2072 5.4311
C: 3.9060 1.8428 6.3055
N: 0.4092 1.0592 4.3639
H: 1.8151 -2.0274 4.6799
H: 2.1155 -0.7095 3.4675
H: 0.6243 -1.4161 3.5017
H: 0.2504 -0.4393 5.8545
H: 2.4778 -0.4755 6.5677
H: 1.5260 0.9743 6.9592
H: 3.3975 2.3768 7.1083
H: 4.4584 2.6319 5.7953
H: 4.5348 1.1558 6.8718
H: 0.2663 0.7296 3.4199
H: 1.3198 1.4881 4.2803

Summary:
2S+1: 2
expectation value of S²: 0.7523
HOMO level (alpha / beta): -0.3333 / -0.3332 Ha

Record 2
Entry from OMol25: C3H10N4 in the gas phase (wB97M-V/def2-TZVPD).

Cartesian coordinates (Å):
N: -1.9371 1.9655 -0.0369
N: -0.9147 1.2589 0.6274
N: 0.1189 0.8105 -0.2320
C: 1.1781 0.2634 0.5864
C: 0.9217 -1.2298 0.7208
C: 0.4096 -1.5060 -0.7181
N: -0.3329 -0.3162 -1.0755
H: -1.5651 2.8853 -0.1561
H: -2.0024 1.4907 -0.8852
H: -1.3759 0.5717 1.1521
H: 1.0029 0.6912 1.6519
H: 2.1291 0.4373 0.2231
H: 0.0644 -1.2996 1.3052
H: 1.8696 -1.7088 1.0422
H: 1.2502 -1.8340 -1.4343
H: -0.2378 -2.4743 -0.7543
H: -0.5786 -0.0059 -2.0167

Summary:
energy above the lowest of the compared OMol25 structures with the same formula, charge and spin: 83.2 kcal/mol
HOMO level: -0.3112 Ha

Record 3
Entry from OMol25: a gas-phase ion, C8H17F3N5O3S (charge +1) (wB97M-V/def2-TZVPD).

Cartesian coordinates (Å):
C: 5.1179 -0.1094 0.4028
C: 3.7156 -0.2037 0.9384
O: 3.2388 -1.2631 1.2991
N: 2.9707 0.9782 0.9934
C: 2.8586 1.6537 -0.3145
C: 1.6117 2.5066 -0.3690
C: 0.3484 1.6484 -0.2141
C: 0.3335 0.4829 -1.1904
N: -0.9076 -0.3152 -1.1596
C: -1.3541 -0.9838 -0.1555
N: -0.7208 -1.1400 1.0434
N: -2.6122 -1.6179 -0.3394
N: -2.8762 -2.7360 0.5025
S: -3.7966 -0.4043 -0.1430
O: -3.5721 0.2836 1.0848
O: -3.7368 0.3991 -1.3154
C: -5.4598 -1.2681 -0.1458
F: -6.3069 -0.3824 -0.6366
F: -5.7626 -1.5897 1.0991
F: -5.4125 -2.3363 -0.9276
H: 5.1857 -0.7230 -0.4866
H: 5.7884 -0.4380 1.1851
H: 5.3961 0.8996 0.1310
H: 2.0649 0.7380 1.3723
H: 3.7192 2.2968 -0.4465
H: 2.8963 0.9269 -1.1280
H: 1.5903 3.1140 -1.2639
H: 1.6295 3.1456 0.5062
H: 0.3260 1.3329 0.8210
H: -0.5549 2.2323 -0.3627
H: 1.1731 -0.1949 -1.0794
H: 0.3945 0.8868 -2.1915
H: -1.4703 -0.3503 -2.0036
H: 0.2913 -1.1682 0.9621
H: -1.0058 -0.4101 1.6915
H: -2.1481 -3.4188 0.3622
H: -2.9537 -2.4723 1.4781

Summary:
HOMO level: -0.4685 Ha
net charge: +1

Energy for the records above, in order: -89951.9040; -9229.9766; -41144.2735 eV